Record 1
This record from the Open Molecules 2025 dataset describes a cluster of 2 separate species, C28H31N2O4 in total in a non-equilibrium geometry. The level of theory is wB97M-V/def2-TZVPD.

Computed properties:
LUMO = -4.911 eV
HOMO level = -9.52 eV
energy above the lowest of the compared OMol25 structures with the same formula, charge and spin = 0.0000 eV
charge = +1
2S+1 = 1

Cartesian coordinates (Å):
H1 -0.6395 3.6795 13.8083
C1 -0.8228 4.6749 14.3142
H2 -1.0380 5.4177 13.5253
C2 -2.0229 4.6376 15.2155
C3 -3.3806 4.3199 14.6799
O1 -4.4079 4.3007 15.3366
O2 -3.3304 4.0616 13.3636
C4 -4.6336 3.6987 12.8454
C5 -4.4121 3.4225 11.3857
C6 -1.9758 4.9998 16.5105
N1 -0.8040 5.4269 17.0849
C7 0.3544 5.5157 16.3541
C8 0.3851 5.1718 15.0544
C9 1.6681 5.4536 14.3440
O3 2.6749 5.9025 14.8711
O4 1.5809 5.1623 13.0376
C10 2.8374 5.4130 12.3606
C11 2.5957 5.0391 10.9256
H3 -4.9952 2.8119 13.3828
H4 -5.3373 4.5260 13.0081
H5 -5.3417 3.1019 10.9169
H6 -4.0591 4.3272 10.8784
H7 -3.6658 2.6303 11.2623
H8 -2.8512 5.0068 17.1579
H9 -0.8090 5.7445 18.0514
H10 1.2203 5.9104 16.8854
H11 3.1103 6.4714 12.4711
H12 3.6188 4.7960 12.8244
H13 3.5113 5.1572 10.3452
H14 2.2613 3.9981 10.8530
H15 1.8267 5.6901 10.4922
C12 2.3112 1.0024 9.9680
C13 1.7212 0.1555 8.9190
N2 2.3663 -0.0377 7.7530
C14 1.6720 -0.9184 6.9296
C15 0.5225 -1.3403 7.6337
C16 -0.2446 -2.3459 7.0468
C17 0.0709 -2.7960 5.7571
C18 1.2120 -2.3400 5.0794
C19 2.0521 -1.3981 5.6876
C20 0.5190 -0.6071 8.9206
C21 -0.3909 -0.6273 9.9744
C22 -1.6438 -1.3310 9.8911
C23 -2.5088 -1.1806 8.7722
C24 -3.6653 -1.9406 8.6650
C25 -4.0018 -2.8738 9.6519
C26 -5.1983 -3.7494 9.4610
C27 -3.1804 -2.9962 10.7823
C28 -2.0583 -2.1997 10.9323
H16 1.6350 1.0418 10.8263
H17 3.2782 0.5895 10.3016
H18 2.4886 2.0290 9.6098
H19 3.2579 0.4025 7.5271
H20 -1.0736 -2.7718 7.6011
H21 -0.5819 -3.5229 5.2725
H22 1.4483 -2.7222 4.0876
H23 2.9775 -1.0338 5.2408
H24 -0.0896 -0.1823 10.9193
H25 -2.2478 -0.4532 7.9998
H26 -4.3124 -1.8248 7.7912
H27 -5.3315 -4.3918 10.3352
H28 -6.1005 -3.1435 9.3151
H29 -5.0787 -4.3820 8.5710
H30 -3.4567 -3.7270 11.5472
H31 -1.4451 -2.2599 11.8386

---

Record 2
This record from the Open Molecules 2025 dataset describes a cluster of 6 separate species, C18H36O18 in total in a non-equilibrium geometry. The level of theory is wB97M-V/def2-TZVPD.

Computed properties:
LUMO = 0.320 eV
SMILES = COC(=O)OC.COC(=O)OC.COC(=O)OC.COC(=O)OC.COC(=O)OC.COC(=O)OC
HOMO level = -10.67 eV
energy above the lowest of the compared OMol25 structures with the same formula, charge and spin = 3.1816 eV
2S+1 = 1

Cartesian coordinates (Å):
C1 1.1460 -8.2850 2.2901
O1 0.9804 -6.9011 1.9575
C2 0.8362 -6.4460 0.7704
O2 0.3354 -7.0647 -0.1711
O3 1.1302 -5.1729 0.8827
C3 0.7521 -4.3174 -0.2110
H1 1.1923 -8.3887 3.3742
H2 2.0898 -8.5807 1.8319
H3 0.4388 -8.9984 1.8670
H4 1.4829 -3.5211 -0.3520
H5 -0.2012 -3.8559 0.0467
H6 0.5839 -4.8929 -1.1212
C4 1.1865 -0.8051 0.8145
O4 -0.1111 -0.3234 0.7393
C5 -0.6838 -0.1768 -0.4796
O5 -1.8218 0.2534 -0.6831
O6 0.1396 -0.6300 -1.4978
C6 -0.3102 -0.3826 -2.8876
H7 1.9078 -0.3497 0.1360
H8 1.2255 -1.8937 0.7749
H9 1.5691 -0.4353 1.7658
H10 -0.5107 -1.2846 -3.4658
H11 0.4506 0.2030 -3.4037
H12 -1.2001 0.2468 -2.8992
C7 -4.0302 -0.3311 -4.3406
O7 -3.5485 1.0716 -4.2852
C8 -4.3363 1.9857 -3.6673
O8 -5.2360 1.8301 -2.8884
O9 -3.8155 3.2467 -3.9455
C9 -4.4446 4.4142 -3.6229
H13 -3.3032 -0.9628 -4.8511
H14 -5.0608 -0.3766 -4.6924
H15 -4.2672 -0.5159 -3.2929
H16 -3.7930 5.1715 -4.0589
H17 -4.5387 4.4936 -2.5399
H18 -5.4096 4.4575 -4.1277
C10 3.7546 2.5972 0.6407
O10 2.9789 2.8685 -0.5090
C11 2.7636 4.0971 -0.9719
O11 3.0211 5.1352 -0.4219
O12 2.2061 4.0495 -2.2272
C12 1.7189 2.8505 -2.8197
H19 4.6949 2.0722 0.4722
H20 3.0747 1.9931 1.2414
H21 4.0213 3.4675 1.2403
H22 0.9371 2.9353 -3.5744
H23 1.3930 2.1988 -2.0090
H24 2.5915 2.4416 -3.3291
C13 0.0635 2.2720 2.3857
O13 0.2559 3.2471 1.3757
C14 -0.8875 3.7626 0.8471
O14 -1.9947 3.7482 1.4088
O15 -0.6310 4.2945 -0.3500
C15 -1.7731 4.7316 -1.1374
H25 -0.2169 2.8241 3.2827
H26 0.9247 1.6039 2.3959
H27 -0.8578 1.7550 2.1174
H28 -2.3559 5.4128 -0.5173
H29 -2.3518 3.8834 -1.5032
H30 -1.3472 5.2995 -1.9645
C16 2.6940 -3.2169 3.3592
O16 1.7164 -2.3432 3.8277
C17 2.0294 -1.4341 4.8055
O17 3.1532 -1.3521 5.2916
O18 1.0422 -0.5598 5.1023
C18 -0.3162 -0.6404 4.6068
H31 2.5895 -3.6823 2.3791
H32 2.6871 -4.0527 4.0588
H33 3.6835 -2.7635 3.4189
H34 -1.0597 -0.2745 5.3149
H35 -0.6350 -1.6398 4.3108
H36 -0.3931 -0.0639 3.6849

---

Record 3
This record from the Open Molecules 2025 dataset describes the molecule C9H19N4O5PS2 in a non-equilibrium geometry. The level of theory is wB97M-V/def2-TZVPD.

Computed properties:
LUMO = -1.339 eV
SMILES = C=CC[C@H]1C[C@@](ON=O)([PH2]=S)OS(=O)(=O)[C@H]1CC(N)(N)N
HOMO level = -9.11 eV
2S+1 = 1

Cartesian coordinates (Å):
C1 2.0600 3.0967 1.8823
C2 1.8641 2.4211 0.5527
C3 0.3578 2.1161 -0.1036
C4 -0.2079 0.6063 0.3210
C5 -1.6841 0.7789 1.0170
C6 -2.8062 -0.3205 0.5496
O1 -2.5016 -1.7165 0.9195
N1 -3.0732 -2.0699 2.0836
O2 -2.7572 -3.2607 2.2182
P1 -4.4222 0.1251 1.5429
S1 -5.2488 1.7891 0.9678
O3 -3.1622 -0.1401 -0.8805
S2 -1.7675 -0.2507 -1.8807
O4 -2.0223 -1.3408 -2.9625
O5 -1.6541 1.1547 -2.5902
C7 -0.1749 -0.4682 -0.9166
C8 1.1933 -0.4535 -1.8182
C9 2.4561 -1.2837 -1.1254
N2 3.6789 -1.2365 -2.0615
N3 2.8265 -0.6635 0.2047
N4 2.1551 -2.7569 -0.8985
H1 1.2236 3.7488 2.4150
H2 3.1032 2.9182 2.4049
H3 2.8187 2.1132 -0.0720
H4 0.4150 2.2553 -1.2880
H5 -0.3267 2.9895 0.2811
H6 0.5257 0.2429 1.1854
H7 -2.1293 1.8487 0.7292
H8 -1.5640 0.8033 2.1924
H9 -5.4092 -0.9246 1.5113
H10 -3.9722 0.2617 2.9333
H11 -0.2336 -1.5506 -0.4165
H12 1.5955 0.6087 -2.0992
H13 0.9512 -1.0247 -2.8284
H14 4.1685 -0.3281 -1.8036
H15 4.2776 -2.0374 -1.7060
H16 2.2629 -1.0668 0.9905
H17 3.8239 -0.8247 0.4659
H18 1.4568 -2.9070 -0.1355
H19 1.9027 -3.2532 -1.7813

---

Record 4
This record from the Open Molecules 2025 dataset describes the molecule C7H13N3O in a non-equilibrium geometry. The level of theory is wB97M-V/def2-TZVPD.

Computed properties:
LUMO = 0.629 eV
SMILES = CC(C)N/C=C(/O)N(C)C#N
HOMO level = -8.06 eV
energy above the lowest of the compared OMol25 structures with the same formula, charge and spin = 3.2306 eV
2S+1 = 1

Cartesian coordinates (Å):
C1 -0.1366 -3.0406 -0.4186
C2 0.4100 -1.8779 0.4602
C3 -0.4238 -1.8196 1.7112
N1 0.3556 -0.6389 -0.2492
C4 1.0477 0.4237 0.2601
C5 0.8333 1.6776 -0.1447
O1 1.6210 2.7689 0.3461
N2 -0.2260 2.0535 -1.0726
C6 -1.4418 2.5751 -0.3507
C7 0.0792 2.2075 -2.3433
N3 0.3668 2.2945 -3.4425
H1 0.0647 -2.8189 -1.4734
H2 0.4218 -3.9615 -0.2057
H3 -1.1803 -3.0509 -0.2081
H4 1.4722 -1.9800 0.7552
H5 -1.4683 -1.2984 1.5671
H6 -0.0137 -1.1484 2.5293
H7 -0.4919 -2.7447 2.3180
H8 -0.4995 -0.4494 -0.6055
H9 1.8065 0.1919 0.9998
H10 2.5795 2.5465 0.3140
H11 -1.3800 3.7259 -0.4245
H12 -2.3297 2.2537 -0.9009
H13 -1.4669 2.1102 0.5790

---

Record 5
This record from the Open Molecules 2025 dataset describes a structure of composition C21H49N7O7Tl in a non-equilibrium geometry. The level of theory is wB97M-V/def2-TZVPD.

Computed properties:
LUMO = -13.321 eV
HOMO level = -17.00 eV
energy above the lowest of the compared OMol25 structures with the same formula, charge and spin = 0.7038 eV
charge = +3
2S+1 = 1

Cartesian coordinates (Å):
Tl1 0.3092 -0.2893 -0.3425
C1 -0.9246 -4.7743 -0.9745
C2 0.3394 -4.3602 -0.2560
O1 0.5408 -3.1675 -0.0094
N1 1.1749 -5.3219 0.1469
C3 2.3423 -5.0417 0.9616
H1 -0.9611 -5.7925 -1.3562
H2 -1.1753 -4.0482 -1.7422
H3 -1.6995 -4.7311 -0.2037
H4 0.9381 -6.2681 -0.1036
H5 2.2101 -5.4899 1.9486
H6 2.5486 -3.9783 0.9448
H7 3.2263 -5.5853 0.6179
C4 4.6810 2.5375 -0.8059
C5 3.2839 2.1865 -1.2771
O2 2.6196 1.3692 -0.6116
N2 2.7240 2.8489 -2.3038
C6 3.3951 3.3866 -3.4655
H8 5.3586 1.8220 -1.2712
H9 4.5633 2.3395 0.2591
H10 4.9545 3.5726 -0.9844
H11 1.7333 2.6842 -2.4072
H12 3.3901 4.4796 -3.3461
H13 2.8951 3.1989 -4.4120
H14 4.4581 3.1875 -3.5906
C7 -1.4394 1.0847 3.5389
C8 -1.4458 -0.3648 3.1395
O3 -0.9773 -0.7121 2.0492
N3 -1.9288 -1.2235 4.0439
C9 -2.1853 -2.6205 3.7185
H15 -0.7655 1.1944 4.3909
H16 -2.4226 1.5378 3.6465
H17 -0.9674 1.6652 2.7451
H18 -1.9626 -0.8964 4.9969
H19 -2.2655 -3.2422 4.6142
H20 -1.4421 -3.0591 3.0651
H21 -3.2478 -2.6448 3.4555
C10 -4.1116 -2.8967 0.2805
C11 -3.1667 -2.2162 -0.6620
O4 -2.1100 -1.7344 -0.2726
N4 -3.6581 -2.0432 -1.9180
C12 -2.8458 -1.3491 -2.9075
H22 -5.1088 -3.1295 -0.0842
H23 -4.2808 -2.1768 1.0840
H24 -3.5956 -3.7793 0.6571
H25 -4.5428 -2.4710 -2.1253
H26 -3.2833 -1.3705 -3.9009
H27 -1.9184 -1.9212 -3.0043
H28 -2.6426 -0.3418 -2.5464
C13 3.9209 -1.0917 -2.7427
C14 3.8906 -1.4471 -1.2836
O5 2.8097 -1.4817 -0.6599
N5 5.0244 -1.6733 -0.6228
C15 5.1358 -1.8861 0.8236
H29 3.4815 -1.8170 -3.4234
H30 4.9523 -0.9801 -3.0844
H31 3.4279 -0.1229 -2.8165
H32 5.8471 -1.8619 -1.1766
H33 4.3649 -2.5930 1.1168
H34 5.1411 -0.9632 1.3954
H35 6.0817 -2.4099 0.9494
C16 1.4173 4.3622 1.6425
C17 0.2939 3.4362 1.2305
O6 0.5671 2.2282 1.1382
N6 -0.9284 3.9209 1.0312
C18 -1.3211 5.3238 1.1588
H36 1.5155 5.1788 0.9254
H37 2.3825 3.8604 1.6610
H38 1.2759 4.7296 2.6601
H39 -1.5888 3.3413 0.5417
H40 -0.4834 6.0091 1.0545
H41 -1.7740 5.5377 2.1284
H42 -2.0772 5.5848 0.4205
C19 -4.4307 1.0432 0.7461
C20 -3.3421 1.6661 -0.1113
O7 -2.1771 1.2396 0.0182
N7 -3.7183 2.6284 -0.9322
C21 -2.9480 3.1078 -2.1176
H43 -4.0536 0.6406 1.6860
H44 -4.7987 0.1564 0.2208
H45 -5.2976 1.6469 1.0150
H46 -4.6559 2.9836 -0.8265
H47 -3.6562 3.7778 -2.5996
H48 -2.8426 2.2234 -2.7404
H49 -2.0477 3.6478 -1.8465